C18H24Cl2FNO4 | ωB97M-V with the def2-TZVPD basis set

Structure (XYZ):
```
50
C18H24Cl2FNO4 ωB97M-V with the def2-TZVPD basis set
H -0.61457 2.90879 0.68452
H -3.25701 -3.34600 1.45379
H 4.42670 -2.83196 -4.69079
N 1.81413 -1.26134 -2.32147
H 1.49695 1.66970 0.24171
H -1.77971 0.11984 -3.16267
O -0.18280 -0.44761 2.60825
H 1.77556 2.69472 3.91977
H -3.15848 0.92079 -2.31854
C 1.40022 -2.12763 -3.27938
H 5.10946 -1.19924 -2.91254
C -1.37217 0.92055 -0.61101
C -1.35006 -2.56884 1.99844
H 1.98834 -3.36466 -4.92717
C 3.11749 -0.91877 -2.18637
C -0.79903 2.31495 2.77647
C -3.40512 -1.22110 -2.60992
Cl -0.25430 -2.50255 -3.40269
H 1.84255 4.41487 3.59404
C 1.39603 3.47650 3.24730
C -2.20250 -3.63036 1.36902
C -2.54835 0.00026 -2.38494
C -0.80633 -0.38981 1.54359
H -0.41171 3.59598 4.44239
C 1.20870 1.90807 1.27924
H -2.07716 -4.59262 1.86487
H -2.88192 -2.14211 -2.31187
H 2.97517 2.98662 1.83341
Cl 3.55945 0.19639 -0.97921
O -1.30058 1.96007 -1.26416
F 0.85018 -0.79525 -1.31017
C -0.13003 3.53043 3.38751
H -0.52785 4.42398 2.89325
H 1.43615 1.01860 1.88397
H -1.97016 -3.75834 0.30552
C 3.68476 -2.37675 -4.03016
O -1.89619 -0.21154 -1.10876
H -0.52110 1.40997 3.32557
H -3.70727 -1.29380 -3.65578
C -0.89172 0.82705 0.74509
C -0.32555 2.07013 1.33256
C 4.07070 -1.47759 -3.03798
O -1.42862 -1.47589 1.06907
H -1.89621 2.38788 2.77976
H -4.31260 -1.12374 -1.99583
H -0.30558 -2.89366 2.11944
H -1.74433 -2.24984 2.97936
C 1.89103 3.14951 1.83434
H 1.68402 3.98049 1.14500
C 2.33140 -2.68519 -4.15589
```

## Properties
HOMO-LUMO gap ... 3.505 eV
E ... -2076.05778 a.u.
Net charge ... 0
Energy relative to the best compared isomer or geometry (same formula, charge and spin) ... 4.340 eV
E_HOMO ... -5.77 eV

These are the natural (NBO) partial charges, in e, on atoms 1 to 6: 0.230 0.209 0.252 0.011 0.189 0.162



C18H24Cl4IrN4O5S2 | ωB97M-V with the def2-TZVPD basis set

Structure (XYZ):
```
58
C18H24Cl4IrN4O5S2 ωB97M-V with the def2-TZVPD basis set
C -4.04139 1.23152 -1.02862
H -4.50006 -0.38829 0.31522
H -3.70757 4.14512 -0.64822
H 0.16865 0.84461 1.28354
H -4.51043 0.70713 -1.86118
H 2.50856 2.05775 -2.27036
C -2.40592 -1.65714 -1.03254
C -4.31514 3.76805 0.17529
C 4.49566 -1.09405 1.37491
Cl 1.87989 -1.40686 2.03282
C 2.06921 0.86962 -0.48341
C 2.09593 -5.21226 -0.30340
H 2.69603 1.26529 0.31375
S -5.27311 2.41601 -0.47890
C -0.89983 0.84856 1.09610
H -3.43256 0.81480 1.01007
Cl 2.99857 -4.76788 1.13581
C 2.24262 0.00446 -2.78372
H 2.95704 0.85137 -4.48651
H 5.51350 -0.68904 5.12862
C 5.83066 -0.90804 1.76660
O 1.60397 -0.97952 -2.31677
H -5.87039 5.24863 -0.06960
H -4.67695 5.63566 1.17716
S 4.08364 -1.29258 -0.31621
H -3.67395 3.35327 0.95637
H 1.11328 -5.56397 -0.01471
C -5.25668 4.83196 0.72670
N 2.47157 0.06898 -4.08222
C 2.72367 1.06982 -1.85196
Cl 1.87249 -3.81946 -1.40045
H 2.17224 -0.68338 -4.68303
H -3.17931 1.79210 -1.39439
H 2.64707 -5.96151 -0.85824
C -1.11336 -2.06089 -1.04751
C 3.90017 -0.99726 3.75775
H -1.17811 1.81201 0.66592
H 1.09083 1.35088 -0.44504
H -0.68316 -2.90169 -1.56191
O -5.97918 1.79790 0.61361
C 5.22877 -0.80974 4.09329
H 3.12788 -1.03568 4.51365
Cl 7.06397 -0.84732 0.55893
C -1.23966 -0.27434 0.18274
N -3.51019 -2.28413 -1.70626
C 3.58402 -1.13831 2.42021
Ir 1.76234 -1.15289 -0.29202
H -5.91284 4.40937 1.48568
N -0.38786 -1.19173 -0.28341
H 7.23474 -0.63135 3.33900
N -2.49103 -0.52897 -0.24686
O -3.25505 -3.30089 -2.31054
H -1.41752 0.74112 2.05051
C -3.67183 0.27542 0.09657
H 3.80808 0.97375 -1.78353
O -5.96930 2.87880 -1.64389
O -4.58385 -1.71389 -1.67953
C 6.19119 -0.77091 3.09412
```

## Properties
HOMO-LUMO gap ... 7.252 eV
E ... -4036.74593 a.u.
Net charge ... +1
Energy relative to the best compared isomer or geometry (same formula, charge and spin) ... 0.507 eV
E_HOMO ... -10.48 eV

These are the natural (NBO) partial charges, in e, on atoms 1 to 6: -0.692 0.270 0.235 0.258 0.282 0.243



C18H24F3FeN10O3Te4 | ωB97M-V with the def2-TZVPD basis set

Structure (XYZ):
```
63
C18H24F3FeN10O3Te4 ωB97M-V with the def2-TZVPD basis set
Te -3.24609 -0.91976 0.06686
H -1.17015 0.41145 -3.64147
H 2.34120 1.30410 3.39574
H -0.00730 -0.90781 -7.20671
N -0.41937 -1.52503 2.59744
C 0.93303 0.25824 -4.19324
C 2.35775 -1.83683 0.70913
H 0.98657 1.23561 -3.72474
Te -4.57286 -3.30374 0.00910
N -0.88997 -0.94113 -5.27866
C -0.14895 -0.99067 5.17829
H -0.51940 3.63065 3.13570
Te -2.68332 -4.84327 -1.19773
C -0.83762 4.11072 2.21128
O -0.17871 -1.14711 -1.75837
H 3.35913 2.62207 1.53745
C 0.29172 -0.92278 -6.15951
O -0.69620 -2.63346 -3.31646
N -0.01818 -0.72950 6.52081
F 2.16644 -2.67158 1.72437
C -1.16948 1.86803 1.16201
C 2.76749 1.73606 1.34914
C 1.40939 -0.12680 2.10995
Te -0.39685 -4.10417 0.08323
H 0.43178 3.88692 -0.41898
N -1.10150 1.21363 -0.01547
H -2.05719 -3.42929 2.26518
H -0.80195 -1.00282 7.08739
N -1.62710 1.34551 2.30400
H 1.69477 -0.37482 -3.73203
H -1.69124 0.33447 2.34580
H -1.82431 4.55821 2.36450
H 1.49529 -0.10125 -1.27741
C -1.17127 -2.13125 3.53504
C -0.48012 -0.35377 -3.98680
H -0.12078 4.90204 1.99979
H -2.60109 -3.46565 3.88543
H -1.63622 -0.39274 -5.68028
C -0.44662 -1.41702 -2.91005
H 0.44295 0.13290 6.75043
F 3.66308 -1.47651 0.72820
N -1.05731 -1.92369 4.85591
O -0.67269 2.04480 -2.14639
C 2.42301 1.35133 -0.00974
N -0.82620 3.17103 1.11737
N 1.45180 -0.72931 0.77571
H 0.67273 1.20271 -6.12994
N 0.64630 -0.32486 4.36247
C 1.10355 0.28776 -5.71421
C -0.78485 2.17783 -0.94383
H 2.14750 0.22878 -6.02595
H -1.29830 4.25813 -0.63318
H -0.99003 -2.53182 -4.25337
C 1.76883 0.21938 -0.28063
H -1.29988 1.76397 3.15936
Fe -0.83702 -1.57934 0.28194
H 2.66541 2.01025 -0.83841
C -0.58423 3.52299 -0.25537
F 2.16718 -2.50327 -0.44371
C 0.54554 -0.68143 3.05045
C 2.23612 1.00308 2.36082
N -2.17806 -2.93721 3.14169
H 0.87389 -1.83298 -5.98932
```

## Properties
HOMO-LUMO gap (spin up / spin down) ... 5.653 / 5.734 eV
E ... -4109.25611 a.u.
Net charge ... -1
Energy relative to the best compared isomer or geometry (same formula, charge and spin) ... 0.000 eV
E_HOMO (spin up / spin down) ... -3.40 / -3.49 eV
<S²> ... 6.019
2S+1 ... 5

These are the natural (NBO) partial charges, in e, on atoms 1 to 6: -0.498 0.274 0.223 0.200 -0.719 -0.414



C18H24N2O2 | ωB97M-V with the def2-TZVPD basis set

Structure (XYZ):
```
46
C18H24N2O2 ωB97M-V with the def2-TZVPD basis set
H -2.33729 0.69633 1.43011
O -1.36477 1.77106 -1.35167
C -0.25866 0.37336 0.26969
H 6.32092 -1.96928 1.39217
C -6.85763 -0.12094 0.93723
C -1.42341 1.21325 -0.26782
C -5.76846 -0.96570 -1.01215
H 7.76569 1.31174 0.14978
H 7.24449 -0.73221 -1.23562
C -5.86144 0.82955 1.08238
C -3.70717 1.90595 0.32733
H -3.96275 0.02815 -1.58232
H -8.62877 -2.00208 0.52430
H -7.66887 -0.15503 1.65045
N 0.76513 0.34611 -0.58630
H 3.15700 1.33677 -1.11563
H 6.87688 0.57683 1.48901
C 7.24297 -0.76753 -0.14415
C -4.77671 -0.01577 -0.87320
H 5.34406 2.06183 0.32145
N -2.44315 1.25515 0.59135
H 5.77947 1.37761 -1.24052
C 6.16313 -1.73253 0.33413
H 1.90358 -0.87121 0.59030
C 4.78728 -1.15905 0.17417
H -5.72849 -1.66758 -1.83286
H 6.22818 -2.67532 -0.21554
H 2.94763 1.36076 0.63177
H 3.98301 -1.87203 0.27907
C 5.64121 1.13754 -0.18071
H -7.46262 -3.06478 -0.27387
H -5.90442 1.52880 1.90554
C -4.81419 0.89496 0.17675
O -0.31858 -0.18998 1.34964
C 3.15646 0.70562 -0.22020
C -7.89609 -2.06553 -0.27608
C 2.02363 -0.31324 -0.34064
C 6.95473 0.62538 0.40104
H -3.57235 2.46871 -0.60167
H 2.23189 -1.00980 -1.15907
H 8.22532 -1.11265 0.18357
C 4.53527 0.12166 -0.05445
H -3.93291 2.60219 1.14109
H 0.64394 0.89292 -1.43122
C -6.82483 -1.03154 -0.10879
H -8.40830 -1.92845 -1.22781
```

## Properties
HOMO-LUMO gap ... 9.775 eV
E ... -960.33668 a.u.
Net charge ... 0
Energy relative to the best compared isomer or geometry (same formula, charge and spin) ... 0.836 eV
E_HOMO ... -8.95 eV
Structure (SMILES) ... Cc1ccc(CNC(=O)C(=O)NCCC2=CCCCC2)cc1

These are the natural (NBO) partial charges, in e, on atoms 1 to 6: 0.428 -0.639 0.580 0.207 -0.216 0.580